Record 1
Below is a cluster of 15 separate species, C22H74N10O15 in total at a distorted geometry, with properties calculated with ωB97M-V/def2-TZVPD.

Properties
- E_tot (a.u.) = -2558.50279
- gap between HOMO and LUMO (eV) = 7.96
- energy relative to the best compared isomer or geometry (same formula, charge and spin) (kcal per mole) = 55.0
- LUMO level (eV) = -0.3

Atoms and positions in Å:
C -3.84480 0.74650 4.31117
N -2.78931 0.47491 3.67647
H 3.01506 3.64701 3.55063
H 1.58241 -4.64616 3.54032
C -0.58324 2.64331 4.39703
H -2.78916 -4.30282 -3.67221
H -3.38849 2.79892 -0.50029
H 2.00991 4.58539 -2.06693
O -1.00749 -3.61824 1.04464
H 1.70945 -2.40638 -5.20236
O -3.08324 1.67654 1.20562
H -1.51131 -1.88990 4.27629
H -2.19022 -0.43843 -3.90209
N -2.76643 0.29544 -1.50199
C 0.98956 0.46429 -4.91218
H -0.08213 -0.78248 4.36072
O 2.19917 -4.83899 -4.56374
H -0.18703 3.63878 -4.12067
O 0.90135 0.24766 -3.56659
H 3.46536 0.10609 -3.71247
H -1.38120 -0.18128 0.69017
H 0.14519 0.22668 -6.65168
H -0.69303 -0.53139 -5.37253
O -4.79177 1.48683 3.73620
O -0.24080 -0.00731 6.64767
O 0.03124 0.83922 -1.17342
O -4.55187 0.48722 -3.01938
H 1.01939 -4.96521 -2.45536
H -3.30919 -0.35851 -0.96817
H 0.47614 4.37622 -1.66129
H -3.92407 -2.92939 -3.35595
H 2.92023 3.22646 0.14815
H 0.36074 5.33425 -3.95840
H 1.93267 -3.39824 4.67038
C 3.77509 -0.66532 -1.75970
H -0.82136 3.08576 0.04377
C 1.92084 3.13200 2.05741
H 1.07643 -1.92676 -3.66620
H -1.65686 -2.21532 -2.64343
H 1.50565 -0.35034 -0.30911
N -0.99425 -1.09921 4.73557
H 5.15659 -0.10924 -3.36546
H -0.16882 -1.10153 1.51634
H 2.23420 1.80071 -4.77659
C 2.49641 -0.21815 4.58111
H 4.64214 -0.92970 -1.19422
H 0.50028 -3.14180 -2.20532
H 1.72585 -0.96149 2.99926
H -2.49327 -1.12668 7.47681
H -2.70393 -2.02550 6.20067
N -2.42297 1.62231 -3.13457
N -2.11563 -1.37482 6.56624
C -0.31015 -0.28209 0.81833
H 1.25917 2.80265 0.11466
H -1.98969 -0.15153 3.93727
H 3.53183 0.33858 -1.48184
H -2.53441 -4.19499 -0.15944
O 1.78200 3.76114 -4.64520
H -0.36449 1.77661 3.74012
C 1.70905 -3.54781 3.60929
C -3.02678 -3.27044 -3.88625
H 0.07769 0.57166 1.32382
H -3.72956 3.52016 0.96385
H 1.23634 3.91769 1.96080
N 1.96353 1.11111 -5.45024
C 1.22177 3.99351 -2.40796
C -1.66566 -3.60410 -0.19345
H -2.05531 -2.66251 -0.51814
H 3.05875 -1.07361 4.67199
H -2.76347 0.88433 2.71340
C 0.72271 4.22290 -3.80957
C 4.14579 -0.53304 -3.24287
H 0.10055 -1.19167 -0.98466
H -3.22217 1.04120 0.47495
H 1.42420 2.94706 -2.13210
N 1.62408 -2.59783 -4.17821
H 2.07635 -0.00095 5.57788
H 2.97325 -1.28339 -1.46921
N 0.14028 -0.10247 -5.71848
H 0.41062 1.51613 5.74063
H -3.43158 -3.37965 -4.90419
O 0.30048 2.44782 5.55688
H 3.06210 0.63370 4.17873
H 2.51837 1.58362 0.47192
O 2.15683 -2.22069 1.61993
H 0.69493 -3.09909 3.22372
C 2.75631 -3.08620 2.53937
H -1.50466 1.92510 -2.78233
C 0.41835 -0.31902 -0.52489
H 2.57505 -2.13656 0.74291
O 1.36481 -0.41996 3.70316
H -4.85759 0.26567 5.86861
H -1.08733 -4.05573 -0.90881
C 2.17386 2.64909 0.60599
C -1.07024 -0.82763 5.98639
H 3.42805 -1.94478 -4.16177
H 1.98979 1.45905 -6.38385
H -1.72104 4.54727 0.27215
H -1.64047 2.54263 4.67048
N 1.16321 -3.88263 -2.63124
H -1.81120 0.50651 -1.20817
O 3.17547 3.21005 2.72742
C -3.00653 2.88082 0.46865
H 0.29244 0.68876 -2.14353
O -1.86567 -1.15134 -4.43042
H 3.03768 -3.91317 1.94540
H -2.79756 2.37152 -3.81528
C -3.26066 0.78927 -2.55090
H -3.12256 -0.44977 5.78604
H -0.96559 -2.97451 -4.14579
H -1.65429 -3.50999 1.75783
H 1.41532 2.39298 2.57646
C -1.64916 3.51558 0.62214
H 1.59829 4.21864 -5.46542
N -3.97744 0.00759 5.33770
H -1.28705 3.64930 1.65722
C 1.63954 -3.78206 -3.82673
C -1.78873 -2.38150 -3.74393
H -0.40098 3.54600 3.74642
H 3.74874 -2.86800 3.01194
O 4.29490 -1.73891 -3.85998

Forces on atoms 1 to 3 (eV/Å):
-6.01 3.80 -4.87
5.64 0.10 -5.80
0.03 0.35 0.97

Record 2
Below is a cluster of 4 separate species, C36H73BrN5O7S in total at a distorted geometry, with properties calculated with ωB97M-V/def2-TZVPD.

Properties
- charge = -1
- E_tot (a.u.) = -5187.76645
- gap between HOMO and LUMO (eV) = 1.10
- LUMO level (eV) = -0.5

Atoms and positions in Å:
H 7.55717 6.87288 -3.65002
N -1.86350 -0.43306 -2.72398
O -1.92629 -3.60594 -4.36512
H -2.85249 -4.21141 3.88471
H 1.40230 6.07508 -3.21149
H -3.67366 -4.39807 5.43375
N -2.32619 -1.60490 -2.11839
C -2.51801 -1.82349 1.25286
H 4.01532 9.43215 -4.78067
H -0.57599 3.19358 -3.71613
C -2.77170 -6.54951 0.25707
C -1.52230 -5.74400 -0.15052
H 2.06700 5.74852 -1.60729
H -2.29069 -5.42642 5.04176
H -5.00846 -2.74201 -3.74466
H 0.72460 -1.63089 4.79723
H 2.81888 5.03305 -3.03340
H -0.13025 -4.49153 4.66120
H 5.13261 9.51174 -2.78914
C -1.60692 1.96639 -2.21960
C 3.47416 7.40030 -4.26110
H 3.13364 9.26336 -2.18938
H -3.54886 -3.03289 -5.46513
C -2.57322 0.78171 -2.25147
C 0.70716 -2.61524 5.27449
H -3.10164 0.63095 -1.30601
H -0.74354 -3.83221 9.60962
H 6.06201 8.68012 -0.75662
C -1.25538 -3.89101 -5.56842
H -1.06497 -5.90008 -4.87144
C -0.25744 -3.07473 8.99550
C 6.59879 6.44313 -3.32472
C 0.56309 -4.85985 7.47480
H 6.45581 9.06256 -3.82390
H -2.12715 2.89290 -1.97493
H 2.63067 4.87747 0.50437
H -0.82434 -2.14657 9.08629
H -0.56845 -3.08092 -5.84476
O -1.67230 -4.34456 0.06378
H -0.90998 -0.32934 -2.38764
H -4.40638 -7.67971 -0.67918
H 1.55926 -4.76975 7.92096
H -2.60641 -1.79837 4.28739
H 0.42805 -4.94502 -4.71555
C 2.71666 2.12271 1.03853
C 5.50510 8.69850 -3.41818
Br -5.24613 -4.13736 -0.77029
C -0.41700 -5.17456 -5.36748
N 4.51805 6.77347 -2.15916
H -3.54305 -6.57879 -1.77852
C -3.81631 -2.10776 0.52707
C -2.39449 -1.99429 5.34799
O -4.74628 -1.23614 -1.95460
H 2.33484 8.15940 -1.07078
H 6.87613 7.11304 -0.69927
C -0.17111 -3.51142 7.53131
H -1.54518 1.90581 -4.43593
H -1.30026 -0.67806 2.02963
H -3.33366 1.02985 -3.00834
H 0.69506 -5.22677 6.45500
H 2.53810 1.07216 0.81435
H -0.01082 1.52544 -3.62314
H -3.05587 -7.76170 1.76762
O 4.40258 6.48856 -0.80472
H 3.44644 2.53094 0.33857
H -3.98779 -4.05017 -3.19743
H 0.74350 -2.90145 9.40479
H -2.33198 -4.31818 -1.85639
H -2.73756 -1.68036 -4.67352
H 1.66195 -2.39664 7.19695
H -2.76881 -8.09788 -1.19587
H -0.44640 -2.29987 -1.40015
H 0.02029 -5.62148 8.03513
H -1.86412 -2.63582 1.58157
H 1.58685 8.53742 -2.62245
C -0.90084 2.16046 -3.58745
C -2.29218 -3.65664 -0.97620
C -2.69820 -4.41831 4.95080
C -3.42896 -7.26549 -0.93493
C 4.51636 8.48308 -4.56659
C 6.59697 7.93850 -1.35164
N -1.51845 -3.52584 6.98518
C 5.75699 7.46425 -2.53578
H -0.74266 -6.06256 0.54643
O 0.79895 2.98801 -0.58193
C 3.25204 7.13943 -2.76406
C 1.83587 4.63715 1.21839
H -4.33809 -1.16152 0.38231
C -3.64639 -2.94019 -0.75571
C -3.68436 -2.14774 -2.09676
C -0.45223 -3.44861 4.72482
H -3.45494 -5.90175 0.81017
H 1.64849 -3.09665 4.99398
H 7.52178 8.40030 -1.71420
S 1.15795 3.00607 0.86840
H -4.43321 -2.69648 1.20811
H -1.75220 -1.18814 5.70654
N -2.18975 -0.62646 1.53199
H -1.16399 -5.99335 -1.15599
C 0.64502 -2.43686 6.79631
H 6.81664 5.57316 -2.70338
C -4.00522 -2.97425 -3.38315
H -0.65456 -3.14769 3.68869
C -3.02672 -2.72950 -4.54387
C 2.54474 8.34637 -2.12454
H 1.03085 5.36329 1.12418
H -0.81070 1.81051 -1.48116
H -3.33860 -1.92342 5.88976
H -0.05413 -5.52599 -6.33251
H 0.20719 -1.45901 7.01801
H 3.79110 6.46419 -4.73128
H 6.07324 6.09259 -4.21482
O -2.33310 -4.43462 7.59414
C -1.75019 -3.37851 5.54541
H 3.07654 2.22068 2.06255
H -1.94156 -4.08332 -6.40376
C 2.33150 5.93038 -2.64766
H 2.22415 4.65217 2.23698
C -1.51213 -2.44460 -1.50957
H -4.88647 -0.78154 -2.78736
O -2.32974 -7.55522 1.18042
H 2.52707 7.66170 -4.74428
H 5.05339 8.21892 -5.48242

Forces on atoms 1 to 3 (eV/Å):
0.02 0.01 0.02
-0.32 0.14 0.33
-0.18 0.33 -0.02

Record 3
Below is the ion C2H4NO4P with charge -2 at a distorted geometry, with properties calculated with ωB97M-V/def2-TZVPD.

Properties
- charge = -2
- structure (SMILES) = C[C@@H](N=O)P(=O)([O-])[O-]
- E_tot (a.u.) = -775.64951
- gap between HOMO and LUMO (eV) = 7.31
- energy relative to the best compared isomer or geometry (same formula, charge and spin) (kcal per mole) = 71.2
- LUMO level (eV) = 7.1

Atoms and positions in Å:
H -1.60661 0.17686 -0.00249
H 1.38948 0.15743 1.16604
O -0.31100 -0.78926 -2.49758
C -0.58302 0.52175 0.10141
N -0.15597 1.66562 -0.34212
C 0.31682 0.11982 1.41165
P 0.31892 -1.02637 -1.15393
O 1.75430 -0.71444 -0.96504
O -0.20998 -2.25248 -0.42819
H -0.09365 0.65069 2.38003
H 0.14190 -0.93799 1.35909
O -0.96121 2.42836 -1.02886

Forces on atoms 1 to 3 (eV/Å):
-0.32 0.22 0.21
-0.50 0.87 0.27
-0.04 0.40 0.09

Record 4
Below is a structure of composition C2HLiO2Tl at a distorted geometry, with properties calculated with ωB97M-V/def2-TZVPD.

Properties
- charge = +3
- E_tot (a.u.) = -405.75919
- gap between HOMO and LUMO (alpha / beta) (eV) = 5.82 / 4.94
- energy relative to the best compared isomer or geometry (same formula, charge and spin) (kcal per mole) = 0.1
- LUMO level (alpha / beta) (eV) = -19.5 / -20.4

Atoms and positions in Å:
Tl 1.71068 2.26220 1.01299
Li -0.80749 0.18564 -0.72208
C -2.21617 -1.31820 0.45334
O -3.00176 -1.91132 0.99653
H 2.26997 -0.14725 -0.90914
O 0.87562 0.99613 -0.08807
C 1.16915 -0.06721 -0.74357

Forces on atoms 1 to 3 (eV/Å):
3.96 6.17 5.13
-3.30 -0.59 -0.28
-0.94 -0.57 0.67

Record 5
Below is a cluster of 2 separate species, C16H27ClO5P2 in total at a distorted geometry, with properties calculated with ωB97M-V/def2-TZVPD.

Properties
- structure (SMILES) = Cc1cccc(CP(COCOCCO)#P(O)Cl)c1.C1CCOC1
- E_tot (a.u.) = -2144.86066
- gap between HOMO and LUMO (eV) = 8.44
- LUMO level (eV) = 0.5

Atoms and positions in Å:
H -1.70663 1.39564 4.61912
C 2.91127 0.11431 -1.75360
H -2.42903 -0.98127 2.53793
O -0.01883 0.37051 3.98754
H 4.01339 1.92505 -0.79350
O 2.56340 -0.90256 -2.68065
H -2.20669 -1.92506 -4.09409
O 3.00932 1.33171 -2.51101
C -2.83934 -0.95074 0.37978
C -2.42315 -0.21675 1.70750
H 2.18875 4.72822 -3.12429
P -0.01940 -1.04769 -3.41927
C 3.32931 3.71544 -1.94330
C -4.71286 -2.09071 -0.87331
C 3.90755 2.23993 -1.86266
H 1.09112 -1.53015 -1.23662
O 2.49589 3.80441 -3.11438
H 1.93756 1.43062 5.75226
C -4.22945 -1.40957 0.32117
H 3.93001 -0.14124 -1.34672
H 2.17423 0.26315 -0.92134
H -1.30331 -3.23089 -3.23587
C -2.39079 -1.82717 -1.93789
H -0.84912 -0.78281 -0.68301
H -5.76131 -2.44368 -0.96471
H -0.83170 0.60356 6.69725
H -4.92754 -1.26711 1.17260
H -1.41397 0.25569 1.64230
H 1.55021 0.12667 6.88355
H 4.14250 4.49458 -1.92270
Cl 0.26292 0.23029 -6.68952
H 4.90537 2.25766 -2.38261
H -1.23557 -2.30912 -6.02750
H -4.14527 -2.83507 -2.88625
H -0.26877 2.38601 4.29477
H 2.67255 3.92642 -1.05046
H -0.15263 2.23751 6.70827
C 0.98231 -0.25080 4.80466
C -1.53661 -2.13193 -3.20864
C 1.20107 0.66034 5.99928
C 1.39354 -1.63121 -2.30740
H -3.21861 0.52596 2.00184
H 1.56950 -2.72275 -2.52941
H 0.60272 -1.22996 5.11551
P 0.70232 -1.41664 -5.46522
C -0.62112 1.44233 4.72517
H 1.89138 -0.40036 4.21901
O -0.32250 -2.65166 -6.05554
C -0.16765 1.29178 6.16607
C -1.90801 -1.13658 -0.74211
C -3.78833 -2.29433 -1.97203

Forces on atoms 1 to 3 (eV/Å):
0.04 -0.06 -0.09
0.82 0.54 -0.83
0.29 0.78 -0.79

Record 6
Below is a structure of composition C33H24F2N4O3ReS, with properties calculated with ωB97M-V/def2-TZVPD.

Properties
- ⟨S²⟩ = 3.772
- spin multiplicity = 4
- E_tot (a.u.) = -2392.94772
- gap between HOMO and LUMO (alpha / beta) (eV) = 7.20 / 5.36
- energy relative to the best compared isomer or geometry (same formula, charge and spin) (kcal per mole) = 4.0
- LUMO level (alpha / beta) (eV) = 0.2 / -1.1

Atoms and positions in Å:
H 3.23446 -0.40752 0.13780
C 4.71170 0.98570 -4.05584
H 3.47983 -0.92748 5.35518
H -4.73416 2.12469 -0.61194
N -0.62113 -3.74326 -0.95238
C -3.21705 -3.95649 2.40429
C -2.26516 1.23341 -0.75301
C 0.76187 2.15212 1.27648
N 0.20072 -1.79521 -0.40223
C -4.19847 -0.05276 -3.74687
C 0.85580 4.55273 1.29455
O -1.20723 -0.44219 1.67636
H -6.63883 1.68398 -2.16565
H -1.23183 -4.53883 -0.96598
C -3.12866 0.17256 -2.87357
N 1.51794 -0.19540 2.11346
C 2.46571 1.52513 -3.02510
H 3.25243 1.37558 4.52797
H 4.40279 1.70322 -4.81322
C -4.60990 1.51512 -1.49774
H -6.25845 0.28811 -4.17329
F 3.29906 3.37257 3.62775
H -4.03622 -0.66150 -4.62767
C 1.75558 2.14293 2.28734
F 0.41349 5.73406 0.82827
C -3.60272 -2.75699 3.01252
H 2.32009 5.48800 2.57916
C 0.82694 -2.23488 -1.54692
H 4.92754 -0.29690 -1.63776
C 2.32493 -1.76028 3.73326
O -1.10602 0.68703 -1.05980
C 2.29453 3.35182 2.72202
H 0.55492 -4.09967 -2.71848
C 2.08129 0.82420 2.81607
C -5.65812 1.27170 -2.36205
C 1.56127 1.40857 -1.98990
C 3.02595 0.12746 -0.78001
Re 0.28280 0.25626 0.49720
S -1.58430 -0.55208 -3.20233
N 1.81308 0.70051 -0.87510
H 2.19141 2.09589 -3.90212
H 5.68815 1.27597 -3.66767
H -1.92921 -4.85984 0.98090
H 4.82446 0.01097 -4.53418
C -2.23552 -3.92750 1.44352
C 2.80631 0.56345 3.97934
C 3.70774 0.90460 -2.94689
H -3.68502 -4.89179 2.67966
C 1.86973 4.56707 2.23821
C -2.94846 -1.58690 2.72413
C -5.44310 0.48673 -3.48886
H 1.58834 -1.65922 -2.04316
H -3.21404 -0.65208 3.20062
C -1.59297 -2.73439 1.07445
H 2.37961 -2.78665 4.06640
C -3.34991 0.97735 -1.73745
C 0.32797 -3.44357 -1.89780
H -4.41236 -2.75711 3.73164
C -0.67960 -2.72918 -0.04917
H -0.47353 3.43794 0.06115
C 0.31514 3.38561 0.80221
H 0.59084 1.88010 -2.04286
C -1.87697 -1.54206 1.79844
C 1.64261 -1.44938 2.58009
O -2.42830 1.93741 0.22874
C 2.92768 -0.73031 4.44628
C 3.97510 0.19842 -1.77569
H 1.16744 -2.22758 1.99726

Forces on atoms 1 to 3 (eV/Å):
-0.08 -0.01 0.00
-0.03 -0.03 0.02
-0.01 -0.03 0.01

Question: What is the formula in the fifth record?
Answer: C16H27ClO5P2